Entry 1:
{
  "formula": "C33H40Br2N2ORuSe2Si",
  "method": "ωB97M-V/def2-TZVPD",
  "elements": ["Ru", "C", "Se", "C", "C", "Se", "C", "H", "H", "H", "H", "H", "H", "H", "H", "H", "H", "C", "Si", "C", "N", "C", "C", "C", "C", "C", "C", "C", "C", "C", "C", "C", "C", "C", "C", "C", "C", "C", "H", "H", "H", "H", "H", "H", "H", "H", "H", "H", "H", "H", "H", "H", "H", "H", "H", "H", "H", "H", "H", "H", "H", "H", "C", "C", "C", "C", "C", "C", "Br", "C", "C", "Br", "C", "O", "C", "N", "H", "H", "H", "H", "H", "H"],
  "coordinates": [[-0.09911, 0.06413, 0.10828], [2.25574, -0.63474, 3.23172], [2.26200, -0.10374, 1.36166], [2.40107, 1.80430, 1.67967], [1.29519, 2.29934, 2.57610], [-0.43098, 1.98224, 1.73278], [-1.34174, 1.35156, 3.31968], [2.99590, -0.03056, 3.75395], [2.55448, -1.67771, 3.27582], [1.28048, -0.52117, 3.70090], [2.36955, 2.23838, 0.68261], [3.37965, 2.01281, 2.11260], [1.39006, 3.36430, 2.78333], [1.27536, 1.76835, 3.52557], [-1.22982, 2.10799, 4.09235], [-0.93437, 0.39831, 3.63750], [-2.39579, 1.24070, 3.07597], [-0.81075, -1.31402, 1.53476], [-1.00298, -2.97597, 0.73411], [-1.51595, -2.50251, -0.99112], [-0.63854, -1.43225, -1.56832], [-1.36373, -0.83672, -2.72786], [-1.58086, -1.81358, -3.87686], [-0.25442, -2.46049, -4.32348], [0.91827, -1.89759, -3.52873], [0.67750, -2.05250, -2.03671], [0.52380, -4.04293, 0.66745], [0.42727, -5.31368, 0.08666], [1.52764, -6.15370, 0.00701], [2.75462, -5.74174, 0.51346], [2.87333, -4.48997, 1.09724], [1.76269, -3.65850, 1.17010], [-2.37543, -3.99070, 1.50672], [-3.70484, -3.56669, 1.38622], [-4.74254, -4.23794, 2.01578], [-4.47022, -5.35534, 2.79388], [-3.16161, -5.79185, 2.93574], [-2.12825, -5.11587, 2.29884], [-0.17470, -1.32603, 2.41960], [-1.80243, -0.94292, 1.81725], [-2.54009, -2.11722, -0.96062], [-1.53492, -3.38174, -1.64709], [-0.80268, 0.01833, -3.08923], [-2.32334, -0.47344, -2.35741], [-2.04094, -1.25735, -4.69521], [-2.30223, -2.57737, -3.58438], [-0.09290, -2.31278, -5.39095], [-0.29685, -3.54058, -4.16314], [1.10010, -0.84886, -3.78221], [1.83697, -2.43314, -3.77287], [1.50155, -1.62342, -1.47629], [0.63698, -3.11692, -1.80114], [-0.52390, -5.65724, -0.30933], [1.43004, -7.13159, -0.44706], [3.61277, -6.39912, 0.45722], [3.82772, -4.16419, 1.49296], [1.85927, -2.68924, 1.63165], [-3.94692, -2.69233, 0.78770], [-5.76271, -3.89372, 1.90027], [-5.27656, -5.88141, 3.28913], [-2.94555, -6.66242, 3.54214], [-1.11360, -5.47707, 2.42350], [-3.14895, 1.33690, -0.17982], [-2.15586, 1.89397, -1.15617], [-2.61336, 2.81668, -2.12856], [-1.77336, 3.30318, -3.08041], [-0.41990, 2.89012, -3.09610], [0.55597, 3.27462, -4.04467], [0.10151, 4.44588, -5.44996], [1.83183, 2.78460, -3.96282], [2.20167, 1.89647, -2.93498], [3.95470, 1.22772, -2.85916], [1.28998, 1.49930, -1.98328], [1.53651, 0.68149, -0.97815], [-0.02199, 2.00568, -2.08527], [-0.89053, 1.51571, -1.13200], [-4.07163, 1.07211, -0.69687], [-3.40255, 2.08862, 0.57139], [-2.77051, 0.45044, 0.32631], [-3.65402, 3.11143, -2.10759], [-2.13025, 3.98935, -3.83681], [2.57161, 3.07478, -4.69607]],
  "atomic_forces_ev_per_a": [[0.486, 0.902, 0.739], [-0.053, 0.024, 0.050], [-0.090, -0.446, -0.221], [0.065, 0.071, 0.022], [0.056, 0.074, 0.081], [0.094, -0.192, -0.061], [-0.103, 0.025, 0.043], [0.004, -0.018, -0.008], [0.010, 0.000, 0.058], [0.025, 0.016, -0.021], [-0.004, 0.066, 0.003], [0.014, -0.091, 0.018], [-0.037, 0.020, -0.070], [0.058, 0.048, 0.038], [-0.009, 0.012, -0.003], [-0.006, -0.004, 0.038], [0.005, -0.030, 0.009], [0.061, -0.083, -0.323], [-0.149, -0.222, 0.442], [0.006, 0.002, -0.454], [0.455, -0.389, 0.241], [0.021, -0.074, 0.029], [-0.013, -0.046, 0.038], [0.007, -0.008, -0.024], [0.009, 0.043, -0.001], [-0.193, -0.081, -0.035], [0.105, -0.150, 0.052], [0.015, 0.014, -0.058], [-0.002, 0.028, -0.010], [0.002, -0.006, 0.003], [-0.013, 0.011, -0.017], [0.006, -0.087, -0.030], [-0.178, 0.007, 0.084], [0.006, -0.002, -0.020], [0.011, -0.013, -0.002], [0.003, 0.021, -0.006], [0.001, 0.018, -0.024], [0.024, 0.001, -0.014], [-0.233, 0.040, 0.151], [-0.049, -0.108, 0.136], [0.004, 0.024, 0.044], [-0.046, 0.098, -0.062], [0.042, 0.012, -0.041], [0.017, 0.024, -0.018], [0.001, 0.014, 0.010], [-0.019, 0.024, -0.042], [-0.005, -0.007, -0.001], [0.012, -0.002, -0.002], [0.007, -0.012, -0.006], [0.014, 0.015, 0.012], [0.019, 0.073, 0.047], [-0.002, 0.013, 0.001], [0.004, 0.000, 0.022], [-0.001, 0.007, 0.010], [-0.008, 0.014, -0.009], [-0.021, 0.000, 0.001], [0.023, 0.048, 0.037], [0.014, -0.008, 0.009], [0.016, 0.002, -0.001], [0.016, 0.003, -0.014], [0.013, 0.016, -0.008], [-0.001, 0.017, -0.012], [0.088, -0.027, 0.005], [-0.045, 0.146, -0.142], [-0.004, -0.035, 0.090], [0.052, 0.010, -0.089], [-0.059, 0.100, 0.016], [0.045, -0.057, 0.034], [-0.015, 0.047, -0.036], [0.005, -0.073, 0.079], [0.065, 0.168, -0.226], [0.016, -0.023, 0.024], [0.016, -0.321, 0.589], [0.241, 0.306, -1.033], [-0.080, 0.005, 0.214], [-0.879, 0.003, -0.407], [0.007, 0.017, -0.008], [0.002, 0.010, 0.000], [0.018, -0.030, 0.014], [0.010, -0.017, 0.002], [0.008, 0.007, 0.016], [-0.001, -0.004, 0.009]],
  "multiplicity": 2,
  "homo_ev": [-10.30, -10.26],
  "de_lowest_ev": 0.972,
  "mol_weight_da": 927.58,
  "charge": 1,
  "orbital_gap_ev": [7.3, 6.8]
}



Entry 2:
{
  "formula": "C3H8O4",
  "method": "ωB97M-V/def2-TZVPD",
  "elements": ["C", "C", "O", "O", "H", "H", "H", "H", "C", "O", "O", "H", "H", "H", "H"],
  "coordinates": [[-1.46419, 0.15234, 1.34814], [-0.27746, 0.75606, 1.34885], [0.31044, 1.36931, 0.24356], [-0.66044, 2.14799, -0.53680], [-1.82320, -0.34072, 2.24254], [-2.12105, 0.17543, 0.48680], [0.41535, 0.73470, 2.17890], [-1.30800, 2.52429, 0.08041], [1.14595, -0.33870, -1.49742], [1.33743, -1.21781, -0.05730], [0.23728, -2.15838, -0.05547], [0.67455, -1.13739, -2.06825], [2.20129, -0.20445, -1.71566], [0.58761, 0.51918, -1.86521], [0.74444, -2.98187, -0.13311]],
  "atomic_forces_ev_per_a": [[0.183, 0.607, 0.111], [-0.342, -0.498, -0.795], [-1.187, 1.269, 1.052], [0.484, -0.739, -0.276], [0.117, 0.091, -0.047], [0.137, -0.052, -0.002], [0.058, 0.004, -0.040], [0.336, -0.209, 0.508], [1.044, -3.256, 0.273], [-1.543, 2.410, -2.547], [0.694, 0.179, 0.129], [0.642, -0.331, -0.141], [-0.047, -0.118, -0.109], [-0.369, 0.550, 1.932], [-0.208, 0.095, -0.051]],
  "homo_ev": -9.23,
  "de_lowest_ev": 9.245,
  "mol_weight_da": 108.09,
  "orbital_gap_ev": 10.0,
  "smiles": "C=COO.COO"
}